56
Properties=species:S:1:pos:R:3:forces:R:3:nbo_charge:R:1 method="wB97M-V/def2-TZVPD" e_lumo_ev=-2.87 e_above_lowest_kcal_mol=86.1 gap_ev=5.68 energy_ev=-142578.99228 e_homo_ev=-8.55
K 14.461200 -7.371230 -3.516290 0.03 0.14 -0.40 0.994
K 13.606340 -1.892630 2.416300 0.08 0.06 -0.36 1.000
K 19.396040 3.151170 -3.210720 -0.52 -0.06 -0.28 0.999
P 9.784170 -5.151970 -6.751280 -0.28 0.11 -0.51 2.584
F 8.380410 -5.346140 -5.805630 1.64 -0.36 -1.65 -0.596
F 10.379410 -4.265940 -5.510780 -0.36 -0.09 -0.57 -0.595
F 10.496950 -6.500720 -6.117180 -0.40 0.33 0.76 -0.616
F 11.151180 -4.874480 -7.578420 0.19 0.28 0.21 -0.601
F 9.345200 -6.144170 -7.982600 -1.02 0.56 0.80 -0.591
F 9.086070 -3.868900 -7.530690 0.42 -1.04 1.20 -0.584
P 14.663650 4.990200 -5.356700 -3.49 -1.36 0.23 2.596
F 13.926230 3.984400 -6.360350 0.87 -0.54 -1.87 -0.597
F 16.074280 4.251220 -5.574690 1.16 -0.05 0.77 -0.611
F 15.119260 5.961430 -6.562180 -0.86 0.59 0.61 -0.583
F 15.138210 6.051350 -4.212860 0.63 -0.66 -0.67 -0.591
F 13.099290 5.515830 -5.135410 1.07 1.67 -0.05 -0.603
F 14.292980 3.853930 -4.233990 1.04 0.33 1.24 -0.612
P 16.956940 -2.416920 -2.581700 -2.31 0.03 -2.16 2.593
F 16.753870 -0.967770 -3.261380 -0.22 -0.10 -0.22 -0.589
F 15.821480 -2.048410 -1.424810 1.04 -0.03 1.08 -0.624
F 15.540650 -2.940080 -3.347740 2.05 -0.45 -0.66 -0.602
F 17.204450 -3.925720 -2.020690 -0.25 0.63 0.56 -0.595
F 18.028060 -2.814510 -3.801320 -1.27 0.38 1.00 -0.591
F 18.082150 -1.747040 -1.693670 0.93 -0.62 0.83 -0.591
C 15.210980 -0.476170 -10.067590 -1.08 -0.96 1.76 -0.277
O 14.141150 0.502780 -9.951020 1.53 -0.56 -1.06 -0.523
C 14.210040 1.250990 -11.174970 -0.23 -1.16 -0.02 -0.070
C 12.979250 2.098480 -11.460130 1.62 0.68 1.39 -0.097
O 13.539780 3.203500 -12.186040 -0.56 -0.79 -0.99 -0.536
C 12.611980 4.228830 -12.371050 -0.70 0.68 0.96 -0.247
H 14.916290 -1.345110 -10.655970 -0.23 0.26 -0.66 0.171
H 15.334180 -0.936050 -9.087070 -0.12 0.32 0.32 0.197
H 16.224380 -0.191150 -10.350250 -0.26 0.94 -0.37 0.169
H 14.342240 0.502040 -11.955810 0.16 0.15 -0.47 0.155
H 15.104540 1.870190 -11.107380 -0.16 0.34 -0.31 0.182
H 12.682150 2.422270 -10.462630 -0.40 0.44 0.15 0.185
H 12.112130 1.594100 -11.886490 0.25 0.01 -0.61 0.178
H 12.303600 4.490360 -11.358830 -0.40 0.59 0.06 0.170
H 11.702650 3.995110 -12.924760 -0.04 -0.66 -0.21 0.157
H 13.003420 5.122320 -12.857410 0.65 -0.29 0.07 0.185
C 18.899370 -8.711110 -5.056560 0.17 1.15 -1.02 -0.263
O 17.776770 -9.541740 -5.067070 0.29 -1.73 1.38 -0.541
C 18.035150 -10.781260 -4.318330 0.21 0.80 -1.64 -0.086
C 16.866670 -11.718290 -4.500520 -0.54 1.30 1.20 -0.085
O 15.731000 -11.029690 -3.882100 -0.77 -0.70 1.33 -0.577
C 14.824560 -11.878460 -3.108460 -0.02 -0.96 -1.89 -0.281
H 19.111610 -8.243380 -4.095160 0.03 -0.21 0.25 0.166
H 18.694280 -7.914490 -5.771710 -0.26 0.26 0.18 0.199
H 19.802970 -9.138790 -5.490960 0.14 -0.66 0.36 0.171
H 18.332070 -10.627820 -3.280840 -0.72 0.47 0.35 0.177
H 18.942240 -11.244990 -4.705940 0.09 -0.16 -0.60 0.177
H 17.169760 -12.623970 -3.975190 -0.52 -0.31 0.01 0.184
H 16.609750 -11.904420 -5.543320 0.22 -0.08 0.02 0.203
H 14.376030 -12.585190 -3.806640 0.58 -0.78 -0.23 0.182
H 13.846780 -11.499750 -2.810780 0.59 1.57 0.41 0.197
H 15.270210 -12.438370 -2.286270 0.34 0.31 0.00 0.179

***

20
Properties=species:S:1:pos:R:3:forces:R:3:nbo_charge:R:1 method="wB97M-V/def2-TZVPD" e_lumo_ev="-8.14 / -8.19" total_charge=+1 e_above_lowest_kcal_mol=0.0 spin_multiplicity=6 gap_ev="4.66 / 4.61" energy_ev=-110800.61575 e_homo_ev="-12.80 / -12.80"
Mn -1.480845 -2.239688 3.468787 0.09 1.02 -1.15 1.567
Br -1.466231 -0.743490 1.603677 -0.09 -1.03 1.32 -0.562
C 1.850989 1.557544 1.833368 -0.72 -0.19 0.01 -0.252
O 1.083554 1.398944 3.046431 0.33 -0.22 -0.28 -0.730
H 1.682695 2.544692 1.401002 0.18 0.09 0.15 0.180
H 2.894242 1.402015 2.075038 0.13 0.12 0.04 0.196
H 1.555967 0.828090 1.066000 0.10 -0.03 0.21 0.154
H 0.230514 1.024123 2.818799 -0.03 0.22 -0.13 0.450
C -1.042229 2.078129 -1.510085 0.46 0.77 -0.15 -0.252
O -1.397403 0.730033 -1.676829 -0.10 -0.61 -0.06 -0.710
H -0.192295 2.207900 -0.828571 -0.17 -0.02 0.07 0.156
H -0.704818 2.463755 -2.474731 -0.15 -0.10 0.02 0.194
H -1.884648 2.692076 -1.182063 0.02 -0.04 0.11 0.168
H -1.284135 0.268686 -0.844099 -0.03 0.04 -0.08 0.442
C 0.090977 -2.344032 -1.566592 0.40 -0.36 0.75 -0.241
O 0.157541 -3.759070 -1.684189 -0.07 -0.08 -0.30 -0.713
H 0.136209 -1.880111 -2.543738 -0.13 -0.03 -0.12 0.206
H -0.818048 -2.052794 -1.035938 -0.09 0.21 -0.26 0.138
H 0.957393 -2.019048 -0.975475 -0.10 0.29 -0.10 0.154
H -0.369429 -4.157755 -0.990792 -0.02 -0.05 -0.04 0.454

***

80
Properties=species:S:1:pos:R:3:forces:R:3:lowdin_charge:R:1 method="wB97M-V/def2-TZVPD" e_lumo_ev="-8.49 / -9.62" total_charge=+2 spin_multiplicity=3 gap_ev="6.35 / 5.20" energy_ev=-68859.05839 e_homo_ev="-14.84 / -14.82"
Mo -0.011735 0.637626 -1.795580 2.40 3.52 3.22 1.494
C -1.741257 1.142666 -2.816945 -2.00 -1.01 0.33 -0.249
C -1.712395 -0.278755 -2.561238 -1.40 -0.12 -0.74 -0.312
C -1.232647 -1.288265 -3.562275 -0.01 -0.75 -0.66 -0.182
C 0.121351 -0.941151 -4.226068 -0.13 -1.07 -0.80 -0.169
C 1.062522 -0.121128 -3.373004 0.64 0.18 -1.15 -0.289
C 1.140487 1.327755 -3.386522 0.93 -1.51 -0.99 -0.280
C 0.192984 2.205068 -4.153449 -0.35 0.63 -0.23 -0.165
C -1.286365 1.743897 -4.117421 0.25 0.85 -1.05 -0.161
C 1.206862 0.083825 2.659492 -0.34 -0.08 0.32 -0.189
H -2.486562 1.735324 -2.279555 0.16 -0.27 0.03 0.111
H -2.477902 -0.657002 -1.867091 0.43 0.25 -0.19 0.101
H -1.980909 -1.478738 -4.352041 0.14 0.17 0.26 0.138
H -1.122781 -2.259143 -3.054594 -0.06 0.27 0.01 0.109
H 0.626885 -1.899593 -4.423579 -0.18 0.33 -0.08 0.127
H -0.047712 -0.503306 -5.220149 0.21 0.10 0.37 0.123
H 2.009667 -0.621651 -3.141322 -0.24 0.18 0.09 0.122
H 2.135220 1.757378 -3.232818 -0.38 -0.19 0.30 0.101
H 0.515039 2.282012 -5.210353 -0.01 -0.05 0.45 0.147
H 0.258147 3.226869 -3.742316 0.00 -0.29 -0.15 0.123
H -1.890033 2.643132 -4.313811 0.10 -0.31 0.20 0.135
H -1.484338 1.092505 -4.979728 -0.01 -0.12 0.50 0.126
H 0.281633 0.670562 2.549622 0.26 0.00 0.25 0.035
H 1.811215 0.543588 3.457134 -0.11 -0.16 -0.22 0.111
H 0.935754 -0.927889 2.992625 0.01 0.21 0.05 0.074
P -1.407250 -0.624216 1.168250 -2.33 -0.78 -2.24 1.268
P 2.135860 0.006893 1.155468 1.42 0.52 -0.50 1.007
C -0.239765 -0.999696 -0.234795 2.26 -0.77 0.65 -0.382
C 1.178214 -0.641892 -0.259976 -2.28 -1.29 0.78 -0.330
C -2.427011 -2.132635 1.291144 0.31 -0.14 0.89 -0.356
C -2.830755 -2.968824 0.234001 0.12 -0.30 0.02 -0.086
C -3.611066 -4.098728 0.515745 0.27 0.44 -0.29 -0.047
C -3.967819 -4.410279 1.830076 0.15 0.29 0.36 -0.024
C -3.550510 -3.586247 2.882772 -0.22 -0.28 -0.35 -0.018
C -2.791470 -2.457804 2.612274 0.10 0.32 -0.01 -0.053
C -2.589936 0.637559 0.530179 0.77 0.36 0.38 -0.347
C -2.118267 1.958249 0.345057 -0.21 0.20 0.25 -0.131
C -3.026690 3.010054 0.193563 0.50 -0.08 -0.17 -0.049
C -4.398615 2.757136 0.141400 0.13 -0.10 0.06 -0.014
C -4.860806 1.439900 0.194086 0.20 -0.22 -0.15 -0.016
C -3.969245 0.386382 0.401599 -0.24 -0.07 0.27 -0.042
C 3.592184 -1.050881 1.334682 -0.16 -0.45 -0.11 -0.306
C 3.400637 -2.389503 1.732658 0.14 0.13 -0.05 -0.071
C 4.505168 -3.225083 1.906382 -0.13 0.12 -0.03 -0.043
C 5.798711 -2.741485 1.674192 -0.28 0.25 -0.07 -0.028
C 5.985248 -1.424055 1.242154 -0.17 -0.06 0.07 -0.041
C 4.887683 -0.578870 1.069211 -0.18 0.07 -0.02 -0.059
C 2.669705 1.654733 0.656069 -0.50 0.49 -0.11 -0.331
C 2.457768 2.745524 1.510471 -0.20 0.05 -0.02 -0.051
C 2.687969 4.048329 1.054929 -0.07 -0.13 -0.11 -0.028
C 3.075589 4.269738 -0.270250 -0.26 0.16 0.30 -0.036
C 3.226154 3.195153 -1.139405 0.18 -0.38 -0.06 -0.066
C 3.067531 1.888523 -0.674624 -0.37 0.03 0.05 -0.121
H -0.455564 -1.987186 -0.668782 -0.21 0.40 0.11 0.082
H 1.795726 -1.356938 -0.833972 -0.28 0.62 0.00 0.098
H -2.539024 -2.751501 -0.793988 -0.15 -0.10 0.17 0.091
H -3.933104 -4.742087 -0.304376 0.08 0.22 0.23 0.121
H -4.566531 -5.296697 2.043044 0.19 0.24 -0.12 0.126
H -3.806560 -3.823757 3.913279 0.04 0.06 -0.24 0.132
H -2.442477 -1.821977 3.421645 -0.09 -0.17 0.06 0.092
H -1.034735 2.164030 0.370026 -0.38 0.08 0.31 0.096
H -2.662246 4.035126 0.128707 -0.07 -0.27 -0.02 0.125
H -5.103927 3.586397 0.056721 0.23 -0.28 0.01 0.132
H -5.924958 1.233810 0.078670 0.30 0.00 0.09 0.130
H -4.349050 -0.633617 0.463235 0.10 0.29 0.15 0.117
H 2.386908 -2.763919 1.899465 0.34 -0.02 0.08 0.114
H 4.357387 -4.256191 2.228067 0.03 0.30 -0.08 0.123
H 6.660160 -3.392617 1.826930 -0.26 0.19 -0.06 0.126
H 6.989400 -1.050094 1.045581 -0.27 -0.08 0.06 0.123
H 5.023612 0.448776 0.729684 0.11 -0.28 0.16 0.106
H 2.033674 2.587814 2.506834 0.35 0.15 -0.28 0.116
H 2.499495 4.892515 1.719586 0.15 -0.26 -0.17 0.128
H 3.202341 5.291326 -0.635129 0.01 -0.34 0.13 0.128
H 3.464183 3.366679 -2.189979 0.09 0.00 0.31 0.119
H 3.205531 1.045554 -1.354862 0.10 0.17 0.15 0.104
F -1.652955 1.025414 4.064010 0.22 -0.37 -0.33 0.048
B -1.307838 0.105160 5.106646 -0.20 -0.03 1.26 -1.178
F -0.853987 -1.118664 4.467261 0.03 0.36 -0.31 0.015
F -0.247134 0.626410 5.876228 -0.59 -0.29 -0.76 0.101
F -2.440670 -0.197330 5.889122 0.85 0.25 -0.82 0.108